[1]
9
Properties=species:S:1:pos:R:3:forces:R:3 method="wB97M-V/def2-TZVPD" total_energy_ha=-8089.4222 e_above_lowest_kj_mol=595.9
C -0.5368 -1.5863 1.2403 -3.06 -0.49 -0.83
C 0.0288 -2.6619 1.7121 0.86 -0.68 0.98
Si -0.1865 -0.1232 0.0766 -0.54 -0.18 -0.60
Br -3.0341 -1.8032 1.6071 2.74 0.44 -0.52
Br -0.6919 -4.0607 2.7689 0.34 0.49 -0.48
Br 1.9690 -2.7452 1.5365 -0.85 0.04 -0.07
H -1.3514 0.7573 0.4542 0.69 -0.16 -0.56
H 0.0974 -0.3310 -1.5163 -0.64 -0.03 2.14
H 1.0669 0.2216 0.7192 0.47 0.57 -0.05


[2]
15
Properties=species:S:1:pos:R:3:forces:R:3 method="wB97M-V/def2-TZVPD" total_energy_ha=-416.6651 e_above_lowest_kj_mol=810.1 smiles="Cc1cccc(N=O)n1"
C -1.9470 -1.4978 0.0291 7.26 -1.36 -14.08
C -0.9130 -0.5300 0.0301 6.60 4.12 -0.32
C -1.0358 0.8665 0.1286 18.25 -6.72 -1.29
C 0.2069 1.8087 0.0963 -3.06 -5.45 -0.30
C 1.4161 1.2255 -0.0940 0.96 0.87 -1.87
C 1.3800 -0.1975 -0.2660 4.33 2.84 1.24
N 2.8762 -0.8385 -0.3945 -6.61 -0.60 -9.65
O 3.4678 -0.8019 0.5206 5.45 0.65 9.18
N 0.4510 -0.9799 -0.1201 -4.80 -2.73 0.00
H -2.2400 -1.4192 0.8009 -7.33 0.88 18.40
H -1.4994 -2.4484 -0.0748 -0.42 -1.17 -1.28
H -2.6044 -0.9300 -0.4976 -2.88 -0.25 -2.85
H -1.8218 1.1670 0.1971 -16.05 6.93 1.46
H -0.0966 2.7776 0.0989 -0.02 2.94 0.15
H 2.3599 1.7978 -0.4545 -1.69 -0.95 1.21


[3]
18
Properties=species:S:1:pos:R:3:forces:R:3 method="wB97M-V/def2-TZVPD" total_energy_ha=-820.1343 e_above_lowest_kj_mol=134.9 smiles="C=C[C@@]1(C)SC(=O)CC1=O"
C -1.3576 1.2387 1.5019 1.05 -1.65 -0.88
C -0.4909 1.4009 0.4936 0.05 0.60 0.24
C 0.5251 0.4006 -0.0291 0.30 -0.72 -0.89
C 1.6121 1.1548 -0.7806 1.24 1.69 0.05
S 1.1992 -0.6905 1.2113 0.66 -0.03 0.80
C 0.2902 -2.1051 0.7713 -2.25 1.03 -1.91
O 0.2967 -3.1634 1.2738 0.87 -2.28 1.84
C -0.6380 -1.8520 -0.4156 -2.03 -0.69 -2.93
C -0.1785 -0.5761 -1.1004 0.32 -1.09 6.71
O -0.4289 -0.2559 -2.1620 -0.86 1.78 -5.84
H -2.0825 1.9268 1.7971 -0.77 1.52 0.16
H -1.4757 0.3040 2.0662 0.52 0.15 -0.39
H -0.3522 2.3607 -0.0565 -0.72 -0.63 0.61
H 1.0128 1.6378 -1.5445 0.22 0.55 -0.35
H 2.4167 0.6154 -1.3758 -1.06 0.13 1.29
H 2.0923 1.9987 -0.1242 -0.79 -1.67 -1.19
H -0.5865 -2.7205 -1.2801 -0.07 1.91 2.53
H -1.8541 -1.6749 -0.2465 3.33 -0.62 0.15


[4]
19
Properties=species:S:1:pos:R:3:forces:R:3 method="wB97M-V/def2-TZVPD" total_energy_ha=-215.2848 charge=+1 e_above_lowest_kj_mol=63.2
C 1.4517 -1.0931 0.7885 -0.84 0.44 -0.06
C 1.2355 0.0855 1.7466 0.35 -0.30 0.12
N 2.1199 -0.6164 -0.4998 0.40 0.25 0.76
H 2.0430 -1.8932 1.2180 0.14 0.02 -0.10
H 0.4895 -1.4798 0.4678 0.08 -0.31 0.01
H 1.8991 -0.0410 2.6025 -0.04 0.33 -0.04
H 0.2146 0.1497 2.1153 -0.01 -0.21 -0.08
H 2.6572 0.2292 -0.2928 -0.07 0.07 -0.08
H 2.8094 -1.2882 -0.8389 -0.38 -0.15 -0.42
H 1.4064 -0.3661 -1.1902 0.29 -0.22 -0.15
H 1.4353 1.0374 1.2540 0.08 0.08 0.08
C -1.8702 0.2909 -0.3591 0.00 -1.07 -0.32
C -2.5311 1.0549 -1.4899 0.17 0.36 -0.40
H -0.8171 -0.0127 -0.4728 0.06 0.75 -0.28
H -1.9956 0.8321 0.5625 0.09 0.05 0.50
H -2.3309 -0.6993 -0.2648 -0.30 0.23 0.21
H -3.6006 1.0334 -1.3366 -0.33 -0.06 0.02
H -2.3465 0.6641 -2.4909 0.09 -0.21 0.11
H -2.2694 2.1126 -1.5195 0.22 -0.02 0.12


[5]
48
Properties=species:S:1:pos:R:3:forces:R:3 method="wB97M-V/def2-TZVPD" total_energy_ha=-965.1982 e_above_lowest_kj_mol=236.5
C 4.3019 -1.8837 2.1549 0.11 -0.13 0.16
C 3.5323 -0.6151 1.9172 -0.25 -0.06 -0.04
O 2.1627 -0.9789 1.6646 0.92 0.28 0.18
C 1.3288 0.0944 1.5766 -2.05 0.20 -0.56
C -0.0789 -0.3141 1.4836 1.01 1.28 -0.03
C -1.1295 0.6767 1.4120 -0.12 -0.63 0.08
O -1.1469 1.6451 0.6517 0.19 0.52 -0.30
C -2.3946 0.4533 2.2549 0.55 0.21 -0.12
C -3.3316 -0.5130 1.5495 -0.36 -0.26 0.05
C -2.6888 -1.8572 1.1936 -0.17 -0.26 0.12
C -1.6570 -2.2974 2.2311 -0.16 -0.24 -0.13
C -0.2804 -1.6196 2.1600 0.06 -1.03 0.88
O 1.7920 1.2314 1.6297 0.19 0.09 -0.05
H 5.3642 -1.6416 2.1661 0.09 -0.12 0.03
H 4.0366 -2.3118 3.1241 0.01 -0.07 -0.11
H 4.1157 -2.6275 1.3775 0.02 0.08 0.02
H 3.5861 0.0408 2.7945 -0.04 -0.03 -0.27
H 3.9299 -0.0655 1.0561 -0.06 -0.01 0.14
H -2.0956 0.0863 3.2442 -0.25 0.01 -0.09
H -2.9078 1.4168 2.3596 0.29 -0.13 0.06
H -4.1803 -0.7020 2.2195 0.01 0.05 -0.13
H -3.7338 -0.0478 0.6392 0.07 0.01 0.21
H -3.4883 -2.6124 1.1707 0.19 0.12 -0.22
H -2.2420 -1.8137 0.1934 0.04 -0.04 0.14
H -2.0833 -2.1502 3.2337 -0.02 -0.04 -0.22
H -1.4811 -3.3786 2.1404 -0.17 0.19 0.02
H 0.4340 -2.3332 1.7220 -0.34 0.18 0.15
H 0.0402 -1.5011 3.2117 0.15 -0.28 -0.11
C 1.9951 0.4319 -1.5279 0.30 -0.56 0.51
C 0.8530 1.3648 -1.5780 0.27 0.70 -0.54
C 0.9699 2.6200 -0.8215 -0.23 0.24 0.57
C -0.1489 1.1844 -2.5724 -1.35 -0.40 -0.84
C -1.2496 2.0861 -2.7100 0.51 -0.13 0.26
C -2.1074 2.0268 -3.7982 -0.03 -0.19 -0.01
C -1.9542 1.0240 -4.7656 0.25 0.20 0.40
C -0.9168 0.0909 -4.6375 0.01 -0.09 0.11
C -0.0530 0.1438 -3.5536 0.12 0.40 0.37
H 1.6433 -0.6047 -1.5251 0.14 0.13 -0.08
H 2.6761 0.5639 -2.3827 -0.27 0.11 0.05
H 2.5722 0.5952 -0.6174 -0.06 0.05 -0.09
H 0.0101 3.0668 -0.5750 0.11 -0.03 -0.28
H 1.4585 2.4034 0.1352 0.05 0.03 -0.10
H 1.5761 3.3703 -1.3548 0.11 -0.39 -0.20
H -1.4197 2.8210 -1.9254 0.06 -0.13 -0.27
H -2.9063 2.7659 -3.8813 0.18 -0.33 0.01
H -2.6508 0.9622 -5.6012 0.23 0.04 0.16
H -0.7834 -0.6900 -5.3883 -0.11 0.22 0.26
H 0.7313 -0.6074 -3.4514 -0.23 0.26 -0.16


[6]
181
Properties=species:S:1:pos:R:3:forces:R:3 method="wB97M-V/def2-TZVPD" total_energy_ha=-2753.8243 charge=+5
I -0.2140 0.2712 0.1876 0.03 -0.10 0.04
C -5.4865 -4.5299 -8.0799 -0.87 0.12 -1.33
C -4.9985 -5.6568 -7.2254 -0.74 0.65 3.56
C -3.7014 -5.2778 -6.4389 0.95 0.33 -0.83
C -3.8316 -3.9390 -5.5635 0.65 -1.00 -1.65
N -2.5121 -3.5346 -4.9088 0.92 0.22 -1.64
C -2.5922 -2.3385 -3.9749 0.27 0.56 0.05
C -1.6373 -2.6378 -2.7716 -1.10 0.74 -0.41
C -0.9527 -3.9199 -3.1694 1.82 0.56 2.62
C -1.8248 -4.5862 -4.1134 -0.83 -1.00 -0.25
C -1.5770 -3.1958 -6.0548 1.65 -0.22 0.33
H -5.5382 -3.5066 -7.7081 0.83 -0.04 0.41
H -6.5442 -4.6348 -8.3216 -0.04 -0.61 -0.16
H -4.9646 -4.5844 -9.0353 0.06 0.50 -0.08
H -5.0869 -6.6234 -7.7215 0.90 0.13 -0.05
H -5.6370 -5.7678 -6.3490 -1.05 -0.21 -0.25
H -3.0007 -5.2552 -7.2736 0.68 1.04 0.24
H -3.2282 -6.0126 -5.7875 -0.80 -0.56 0.08
H -4.6171 -4.0603 -4.8176 0.14 0.17 0.07
H -3.9698 -3.0860 -6.2279 -0.78 -0.11 0.18
H -2.2627 -1.4619 -4.5327 -0.03 -0.12 -0.11
H -3.6316 -2.1465 -3.7084 0.06 -0.35 0.13
H -0.9177 -1.8457 -2.5643 -0.18 0.15 -0.17
H -2.2556 -2.7205 -1.8778 0.13 -0.22 0.05
H 0.0983 -3.7487 -3.4022 -0.13 0.01 -0.82
H -0.8742 -4.5592 -2.2901 0.04 -0.14 0.07
H -1.2362 -5.2773 -4.7167 -0.85 -0.29 -0.19
H -2.6125 -5.0034 -3.4860 -0.08 -0.77 -0.53
H -0.5911 -2.9722 -5.6474 -0.14 0.63 0.55
H -1.8692 -2.3615 -6.6926 -0.52 -0.28 0.21
H -1.2637 -4.0749 -6.6179 -1.08 -0.10 -0.26
C 0.7715 4.7724 1.2983 0.08 0.38 -0.42
C -0.7484 4.8806 1.3393 -0.02 0.17 1.11
C -1.4194 3.8367 2.2870 -1.10 1.70 -0.23
C -2.9346 4.3133 2.4957 1.06 -1.22 -1.25
N -3.9390 3.2049 2.8632 0.38 0.86 -1.62
C -5.3875 3.7732 2.6351 -0.43 0.13 2.49
C -5.9681 3.1324 1.4670 0.06 -0.93 -2.27
C -5.3568 1.7539 1.4427 0.33 0.20 1.44
C -3.8811 2.0547 1.8655 -0.93 -1.39 -1.15
C -3.7077 2.6743 4.2527 -0.51 1.34 -0.44
H 1.1661 5.7046 0.8940 0.07 -0.11 -0.38
H 1.1028 3.9399 0.6777 0.12 -0.08 0.11
H 1.2518 4.7322 2.2759 -0.31 -0.34 0.22
H -1.1937 4.8170 0.3465 0.10 -0.31 -0.14
H -0.9697 5.9024 1.6478 -0.24 0.03 0.31
H -0.9802 3.8713 3.2840 0.41 -0.15 -0.12
H -1.2130 2.8883 1.7910 -0.66 -0.40 0.38
H -3.3183 4.7107 1.5560 0.05 -0.17 -0.17
H -2.9810 5.1649 3.1744 -0.12 -0.44 0.48
H -5.8888 3.4686 3.5538 -0.24 0.17 -0.01
H -5.5582 4.8403 2.4933 1.22 0.25 0.66
H -7.0541 3.0391 1.4788 0.05 0.51 0.08
H -5.6360 3.6927 0.5931 -0.37 0.06 -0.32
H -5.9060 1.2760 2.2538 0.28 -0.77 0.02
H -5.4954 1.1776 0.5280 0.31 0.14 0.08
H -3.3632 1.1710 2.2382 -0.03 0.27 0.63
H -3.3578 2.2254 0.9247 0.31 1.04 0.31
H -4.5050 1.9521 4.4283 0.50 -0.24 0.27
H -3.8231 3.5331 4.9140 -0.21 -0.14 0.17
H -2.6688 2.3578 4.3465 -0.30 -0.48 -0.19
C 3.9752 5.7906 8.9567 -1.37 0.75 0.07
C 4.1678 4.5458 8.0860 1.76 0.57 0.79
C 3.2758 4.2541 6.8732 -0.68 -0.10 1.23
C 3.3063 2.7906 6.4620 1.21 -0.94 -0.90
N 4.1972 2.5393 5.2093 0.18 -0.37 -1.38
C 3.5076 2.9844 3.9261 -1.64 -0.88 -0.17
C 2.5220 1.8250 3.5535 0.31 -0.31 -0.13
C 3.3790 0.5163 3.8189 -1.77 2.07 0.81
C 4.3093 1.0353 4.9180 0.94 -1.07 0.53
C 5.6114 3.2251 5.4218 -1.17 -1.51 -0.21
H 2.9833 5.7166 9.4026 -0.18 0.38 0.04
H 4.0751 6.7675 8.4834 -0.34 -0.17 -0.69
H 4.6389 5.9587 9.8048 0.40 -1.03 -0.08
H 4.1620 3.7301 8.8090 -0.19 -0.39 -0.29
H 5.2076 4.6457 7.7748 0.16 -0.47 -0.35
H 3.4842 4.9471 6.0581 -0.08 -0.10 -0.11
H 2.2341 4.3977 7.1599 -0.09 0.46 0.04
H 2.3412 2.3037 6.3215 -0.23 0.50 -0.77
H 3.7303 2.0781 7.1696 0.47 0.64 0.54
H 4.1741 2.9896 3.0637 0.55 0.71 0.53
H 2.9526 3.9012 4.1252 0.51 0.19 -0.32
H 2.0918 1.8645 2.5528 0.71 0.30 -0.42
H 1.5812 1.8746 4.1015 0.28 -0.24 0.80
H 3.9069 0.1098 2.9562 -0.10 0.32 0.09
H 2.7198 -0.2308 4.2611 0.15 -0.24 -0.33
H 5.3046 0.7827 4.5524 0.31 0.42 0.78
H 4.0675 0.4999 5.8361 0.54 0.17 0.10
H 6.3058 2.8667 4.6619 -0.43 0.29 -0.44
H 6.0111 2.7840 6.3348 -0.27 0.56 0.29
H 5.4628 4.3050 5.4166 0.21 -0.31 0.15
C 6.9663 -3.8498 -4.7068 0.38 -0.01 1.48
C 7.4043 -3.1823 -3.3207 -0.72 -0.03 -0.74
C 6.4195 -2.1250 -2.7430 1.57 1.02 -1.04
C 5.0295 -2.5893 -2.4972 -0.67 0.34 1.24
N 4.2199 -1.8003 -1.4006 -1.01 -0.08 -0.72
C 4.7416 -1.9349 0.0186 1.04 0.42 -1.52
C 3.5595 -2.1428 0.9394 0.80 0.13 0.68
C 2.4343 -2.7395 0.1261 0.24 -0.82 -1.03
C 2.7509 -2.3706 -1.3139 0.86 1.61 -1.34
C 4.1517 -0.3024 -1.7718 0.65 -1.55 0.48
H 7.8367 -4.3971 -5.0688 -0.12 0.10 -0.20
H 6.6250 -3.1495 -5.4691 0.39 0.39 0.17
H 6.1574 -4.5773 -4.6399 -0.02 -0.10 0.43
H 8.3645 -2.6939 -3.4867 -0.17 0.33 -0.17
H 7.6594 -3.8597 -2.5058 -0.34 -0.70 -0.31
H 6.3807 -1.3469 -3.5052 -0.07 0.26 -0.05
H 6.9106 -1.6269 -1.9071 -0.12 -0.26 0.45
H 5.0580 -3.6137 -2.1256 -0.50 -0.14 -0.30
H 4.4691 -2.4022 -3.4131 -0.32 -0.72 0.15
H 5.4026 -1.0773 0.1436 -0.34 0.17 0.60
H 5.4486 -2.7645 0.0107 -0.35 -0.36 0.09
H 3.1692 -1.2473 1.4230 0.39 0.21 -0.12
H 4.0056 -2.7881 1.6961 -0.73 -0.13 0.39
H 1.4783 -2.3030 0.4150 -0.04 -0.23 -0.04
H 2.4130 -3.8293 0.1313 -0.14 -0.02 0.57
H 2.1850 -1.5124 -1.6763 -0.46 -0.14 0.26
H 2.6778 -3.1184 -2.1036 -0.02 -0.37 0.48
H 5.2055 -0.0243 -1.7857 -0.28 0.60 0.08
H 3.5495 0.1624 -0.9911 0.21 0.26 -0.13
H 3.7199 -0.1473 -2.7605 -0.06 -0.28 0.10
C -2.7555 6.1547 -5.9944 -0.39 -1.50 -1.12
C -3.6796 4.9275 -5.7993 0.09 0.68 1.02
C -2.8942 3.6086 -5.4879 -0.13 1.73 0.01
C -1.8869 3.7260 -4.2792 -0.15 -0.67 -1.34
N -1.2174 2.3786 -4.0548 -0.01 -1.18 2.09
C 0.0163 2.6004 -3.1443 0.34 0.27 -0.15
C 1.2187 2.8822 -4.0659 0.03 0.32 0.03
C 0.8745 2.4490 -5.5030 -1.77 0.38 0.24
C -0.4631 1.7392 -5.2937 -0.35 -0.33 0.78
C -2.2536 1.4336 -3.3015 0.48 -0.07 -1.28
H -1.8408 5.6287 -6.2677 0.81 1.07 0.16
H -2.7222 6.8355 -5.1438 0.35 -0.21 -0.16
H -3.0945 6.6587 -6.8995 0.18 0.42 0.28
H -4.2899 4.7830 -6.6907 0.07 -0.24 0.11
H -4.3494 5.2318 -4.9949 -0.35 -0.66 0.13
H -2.3956 3.3992 -6.4342 0.49 -0.16 0.18
H -3.6602 2.8394 -5.3891 0.27 -0.27 0.58
H -2.3513 4.0798 -3.3588 -0.34 -0.61 0.11
H -1.0153 4.3787 -4.3282 -0.36 0.48 -1.12
H 0.3160 1.7937 -2.4753 -1.08 -0.57 -0.23
H -0.1568 3.4552 -2.4906 -0.37 -0.06 -0.11
H 2.0685 2.3084 -3.6963 0.12 0.40 0.05
H 1.3737 3.9555 -3.9562 0.72 -0.15 -0.52
H 1.4464 1.6441 -5.9647 0.70 0.52 0.15
H 0.7432 3.2676 -6.2106 0.37 0.08 0.13
H -0.1140 0.7841 -4.9012 -0.81 -0.37 0.11
H -1.0242 1.6036 -6.2183 -0.50 0.17 0.49
H -3.0939 1.2178 -3.9612 0.55 -0.37 -0.58
H -2.8271 1.8134 -2.4559 1.01 1.12 0.21
H -1.7220 0.5552 -2.9355 0.01 0.01 -0.33
C 0.3446 -6.6948 1.7223 1.13 0.70 -0.49
C -0.6267 -5.5347 1.7030 -1.67 0.86 0.07
C -0.3735 -4.4653 2.7639 0.32 -0.28 0.75
C -1.5069 -3.4243 2.8247 0.41 -0.39 2.36
N -1.4043 -2.5503 4.1667 -0.96 1.37 0.93
C -2.7319 -1.6817 4.4037 0.02 -0.15 0.93
C -3.4792 -2.3125 5.5602 0.93 -1.15 1.39
C -2.3315 -2.8132 6.4965 0.27 1.34 -1.08
C -1.3423 -3.3898 5.5223 -0.77 -1.06 -1.74
C -0.2269 -1.5758 4.1147 -0.31 -2.23 -1.15
H 0.5915 -7.1894 0.7829 -0.77 0.08 -0.26
H 0.1285 -7.4853 2.4410 0.00 0.38 0.18
H 1.2889 -6.1871 1.9187 0.48 -0.51 0.63
H -1.6531 -5.8444 1.8997 -0.14 -0.42 -0.21
H -0.7094 -4.9078 0.8151 0.35 -0.69 -0.87
H 0.5920 -3.9865 2.6011 0.04 0.27 -0.33
H -0.2080 -5.0082 3.6945 -0.42 0.23 0.40
H -2.4921 -3.8539 3.0060 0.08 -0.43 -0.42
H -1.5356 -2.8220 1.9168 0.07 0.58 0.39
H -2.3825 -0.6983 4.7183 -0.02 0.07 -0.60
H -3.5204 -1.6968 3.6513 1.13 0.34 -1.07
H -4.1506 -1.7140 6.1759 0.03 0.55 -0.60
H -4.0914 -3.0928 5.1081 0.05 -0.50 0.56
H -1.7697 -1.9512 6.8562 -0.61 0.55 0.56
H -2.5726 -3.4102 7.3760 -0.08 -0.32 -0.44
H -0.3152 -3.3924 5.8869 -0.11 -0.44 -0.35
H -1.7688 -4.3274 5.1656 0.80 -0.51 0.36
H -0.4388 -1.0807 3.1670 0.44 1.23 0.53
H 0.6520 -2.1920 3.9252 0.05 -0.14 -0.07
H -0.0033 -1.1090 5.0739 -0.78 0.59 -0.31